1.
A structure of composition C32H28N9O2Pt at a distorted geometry, computed with ωB97M-V/def2-TZVPD.

Values from the calculation:
HOMO level: -10.32 eV
Kohn-Sham gap: 0.210 hartree
net charge: +1

Element x y z (Å)
Pt 0.553 4.244 1.617
C -4.972 -8.430 1.817
O -3.834 -7.926 2.482
C -3.478 -6.645 2.301
C -4.163 -5.735 1.492
C -3.718 -4.435 1.371
C -2.580 -4.003 2.055
C -1.889 -4.923 2.860
C -2.328 -6.216 2.983
C -2.084 -2.652 1.983
N -1.013 -2.233 2.628
C -0.872 -0.927 2.324
C -1.895 -0.518 1.452
N -2.650 -1.637 1.249
C -2.003 0.804 0.960
C -2.972 1.265 0.055
C -2.957 2.586 -0.324
C -1.977 3.434 0.192
N -1.040 3.018 1.028
C -1.031 1.729 1.426
C 0.027 1.315 2.311
N 0.933 2.236 2.683
C 1.949 1.899 3.447
C 2.141 0.591 3.900
C 1.221 -0.374 3.566
C 0.134 -0.022 2.757
H -5.046 -9.475 2.108
H -4.863 -8.366 0.730
H -5.882 -7.907 2.124
H -5.049 -6.039 0.958
H -4.271 -3.761 0.733
H -1.006 -4.582 3.375
H -1.803 -6.923 3.606
H -3.483 -1.701 0.688
H -3.708 0.583 -0.343
H -3.684 2.971 -1.019
H -1.949 4.478 -0.094
H 2.638 2.689 3.711
H 3.002 0.359 4.505
H 1.304 -1.395 3.903
C 4.060 0.475 -4.579
C 3.188 0.170 -3.363
N 1.769 0.296 -3.626
C 1.127 -0.718 -4.454
C 0.769 -0.175 -5.835
C 0.986 1.233 -3.071
O -0.232 1.235 -3.138
C 1.664 2.354 -2.330
C 2.420 3.332 -2.968
C 2.902 4.391 -2.219
C 2.562 4.478 -0.879
N 1.795 3.569 -0.280
C 1.376 2.524 -0.983
H 5.107 0.424 -4.294
H 3.857 1.471 -4.965
H 3.886 -0.249 -5.370
H 3.452 0.841 -2.541
H 3.376 -0.858 -3.032
H 0.210 -1.034 -3.947
H 1.804 -1.570 -4.534
H 0.066 0.648 -5.730
H 0.304 -0.956 -6.430
H 1.654 0.179 -6.359
H 2.620 3.266 -4.026
H 3.530 5.144 -2.666
H 2.919 5.293 -0.265
H 0.798 1.771 -0.466
N 1.604 5.729 2.293
C 2.510 6.275 2.824
N 3.522 6.722 3.348
C 4.060 7.745 3.899
N 4.635 8.616 4.386

Results of the Löwdin charge analysis, in e, for atoms 1 through 8: 1.13 -0.07 -0.06 -0.27 -0.01 -0.02 -0.16 -0.01

2.
A cluster of 6 separate species, C32H29BN3O11 in total at a distorted geometry, computed with ωB97M-V/def2-TZVPD.

Values from the calculation:
HOMO level: -12.17 eV
Kohn-Sham gap: 0.251 hartree
net charge: +1

Element x y z (Å)
C 2.261 -1.300 -1.512
B 1.503 0.084 -2.067
O 2.217 1.185 -2.787
N 0.043 0.271 -1.736
C -0.852 -0.845 -2.198
N -2.296 -0.815 -1.653
N -0.533 -1.908 -3.002
H 1.529 -1.877 -0.765
H 2.360 -2.018 -2.456
H 3.282 -1.057 -0.996
H 1.775 1.216 -3.702
H -0.315 1.223 -1.964
H -2.532 0.217 -1.693
H -2.175 -1.000 -0.614
H -0.519 -2.867 -2.540
H -0.213 -1.860 -3.994
C -3.208 1.524 2.167
C -4.138 2.337 2.677
C -5.531 1.886 2.864
O -6.383 2.631 3.329
C -5.856 0.502 2.467
C -4.926 -0.312 1.957
C -3.533 0.139 1.770
O -2.681 -0.605 1.305
H -2.182 1.839 2.022
H -3.915 3.355 2.973
H -6.882 0.186 2.612
H -5.150 -1.330 1.661
C 0.925 4.537 -6.441
C 0.979 3.266 -6.033
C -0.125 2.326 -6.309
O -0.078 1.162 -5.935
C -1.290 2.845 -7.054
C -1.343 4.116 -7.462
C -0.239 5.056 -7.186
O -0.287 6.220 -7.560
H 1.726 5.240 -6.246
H 1.826 2.870 -5.486
H -2.091 2.142 -7.249
H -2.191 4.512 -8.009
C 7.120 -2.942 -2.854
C 5.888 -2.890 -3.371
C 4.796 -3.724 -2.833
O 3.669 -3.679 -3.308
C 5.116 -4.616 -1.701
C 6.347 -4.668 -1.184
C 7.440 -3.834 -1.722
O 8.566 -3.879 -1.247
H 7.932 -2.337 -3.237
H 5.637 -2.240 -4.201
H 4.303 -5.221 -1.318
H 6.598 -5.318 -0.354
C -1.611 2.758 4.999
C -1.371 3.040 6.283
C -0.523 4.185 6.671
O -0.301 4.442 7.846
C 0.047 5.007 5.585
C -0.194 4.725 4.300
C -1.041 3.580 3.913
O -1.263 3.323 2.738
H -2.230 1.922 4.697
H -1.783 2.447 7.091
H 0.666 5.843 5.886
H 0.218 5.318 3.492
C -1.404 -2.701 3.456
C -1.351 -3.876 2.821
C -1.025 -5.123 3.541
O -0.975 -6.198 2.960
C -0.761 -5.021 4.990
C -0.813 -3.847 5.625
C -1.139 -2.600 4.905
O -1.189 -1.525 5.486
H -1.641 -1.777 2.943
H -1.544 -3.967 1.758
H -0.524 -5.945 5.503
H -0.621 -3.756 6.688

Results of the Löwdin charge analysis, in e, for atoms 1 through 8: -0.04 -0.40 0.03 0.21 -0.19 0.09 0.18 0.08